Molecular formula: C14H30AlN2O20S
Method: DFT, ωB97M-V/def2-TZVPD

Cartesian coordinates (Å):
O (-2.999, 1.651, 6.300)
O (1.017, 5.492, -3.276)
C (-3.456, 2.035, -0.650)
O (0.603, -0.985, -1.712)
C (6.470, 2.036, 0.887)
H (-2.784, 1.444, -0.028)
O (-0.857, -0.369, 0.184)
O (0.673, -3.685, 3.047)
H (-1.560, -7.378, -5.997)
C (2.764, -0.931, 0.741)
H (-1.203, -1.470, 3.397)
C (0.246, 2.239, -2.077)
H (2.822, 6.110, -3.981)
O (-0.576, -6.358, -4.644)
H (-4.074, 0.683, 7.647)
C (-2.198, 1.713, 2.846)
S (-0.754, -0.969, -1.089)
H (2.323, 6.968, -2.565)
H (0.881, -2.784, -3.317)
H (0.396, -3.759, -2.137)
H (1.637, 7.352, -4.116)
H (0.339, -0.599, 3.200)
H (-2.481, -5.947, -5.398)
H (-2.178, 0.671, 2.527)
C (-3.019, 0.908, 7.495)
C (-1.859, -6.800, -5.123)
C (4.741, 0.364, 0.929)
H (-0.814, 1.991, -2.039)
H (6.590, 3.074, 0.577)
O (-4.528, -0.030, -0.988)
C (1.943, 6.520, -3.483)
Al (-3.426, -2.391, -2.806)
C (-0.209, -1.508, 2.951)
C (1.115, -3.786, -2.956)
H (-2.802, 2.665, -1.252)
H (6.851, 1.896, 1.899)
H (-0.329, -1.715, 1.888)
H (2.769, -1.287, 1.772)
O (5.136, 1.613, 0.875)
H (0.764, 1.531, -2.723)
H (-4.004, 2.779, -0.071)
O (5.404, -0.661, 1.125)
C (-2.405, 1.084, 5.161)
O (-1.748, -0.334, -1.954)
O (3.443, 0.347, 0.578)
O (-1.593, 0.135, 5.090)
O (2.202, 4.368, -1.666)
O (-2.798, 1.861, 4.181)
N (0.410, -2.684, 3.661)
H (-2.507, 1.534, 8.226)
O (0.188, 3.574, -2.598)
H (7.077, 1.345, 0.302)
H (2.140, -4.019, -2.671)
N (-4.519, 1.194, -1.243)
H (-1.180, 2.096, 2.776)
H (-2.455, -0.017, 7.376)
O (-5.169, 1.724, -2.147)
H (0.559, 2.047, -1.050)
O (-1.459, -4.363, -3.842)
C (1.276, 4.422, -2.462)
C (-0.508, -5.112, -4.146)
H (3.185, -1.785, 0.209)
O (0.595, -2.423, 4.843)
O (0.824, -4.856, -3.779)
H (1.721, -0.839, 0.439)
O (-1.298, -2.374, -0.909)
H (-2.934, 2.139, 2.165)
H (-2.421, -7.388, -4.398)

Results
E_HOMO (alpha / beta) = -10.32 / -10.32 eV
charge = 0
energy = -76356.433 eV
multiplicity = 2

Molecular formula: C14H30Br3F3NO5P2
Method: DFT, ωB97M-V/def2-TZVPD

Cartesian coordinates (Å):
H (-4.558, -4.695, 4.966)
O (3.487, 2.207, -2.785)
O (1.439, 1.671, -4.711)
H (1.941, 3.238, -1.340)
C (-2.919, 2.170, -0.308)
F (-1.652, 0.750, -1.601)
H (-6.876, -0.428, 2.782)
H (-4.584, -3.109, 2.496)
C (-6.426, -1.864, 1.230)
C (5.004, 1.529, -0.618)
H (5.454, 1.053, 0.267)
C (-3.767, -4.810, 2.963)
O (-4.884, -0.968, 2.867)
H (-0.664, 2.784, 0.728)
H (5.026, -1.717, -0.868)
H (-6.130, -1.127, 0.479)
F (-3.623, 3.190, -0.731)
H (2.128, 1.002, -4.594)
O (3.999, 3.619, -4.225)
Br (1.561, -2.155, 0.124)
H (-2.832, -4.602, 2.432)
C (-6.251, -1.314, 2.631)
H (-0.190, 3.429, -0.811)
C (2.509, -0.058, -1.868)
C (2.960, -0.958, -0.676)
H (5.073, 0.777, -1.404)
H (6.283, 2.783, -1.919)
H (-4.635, -0.300, 2.217)
H (-7.465, -2.146, 1.047)
C (5.936, 2.742, -0.886)
H (5.464, 3.687, -0.612)
P (0.666, 1.990, -3.256)
N (3.563, 3.513, -3.130)
H (-3.394, -3.434, 4.584)
H (3.333, 1.408, 0.715)
H (1.196, 1.628, 0.778)
H (3.401, -0.498, 0.199)
H (3.603, 2.996, 0.096)
C (3.560, 1.948, -0.212)
Br (0.986, -0.998, -2.763)
C (-0.406, 2.487, -0.289)
H (-6.528, -2.061, 3.374)
H (-2.828, -5.086, 4.894)
F (-3.579, 1.476, 0.625)
H (3.837, -2.978, -0.818)
H (0.384, 0.494, -0.271)
P (2.182, 1.824, -1.541)
H (3.987, -2.077, -2.294)
C (0.802, 1.507, -0.232)
C (4.020, -1.978, -1.209)
C (-3.623, -4.492, 4.440)
H (6.827, 2.676, -0.251)
O (-4.813, -4.043, 2.377)
C (-1.680, 1.802, -0.767)
H (3.275, -0.123, -2.638)
H (-4.015, -5.862, 2.821)
H (-5.798, -2.733, 1.082)
Br (0.233, 4.234, -3.582)

Results
E_HOMO = -3.80 eV
charge = -1
energy = -263583.384 eV
multiplicity = 1

Molecular formula: C14H30Br3N9O15P
Method: DFT, ωB97M-V/def2-TZVPD

Cartesian coordinates (Å):
Br (-3.184, 0.772, -5.044)
H (-3.005, 2.241, 5.426)
C (-1.800, 1.010, -0.310)
H (-2.493, -4.697, -1.029)
H (7.508, -5.053, -2.324)
H (-2.330, -4.606, -2.811)
N (-0.534, -4.461, -1.722)
N (5.696, -4.151, -1.804)
O (-2.892, -0.152, 5.464)
N (0.743, 6.560, -2.520)
C (-0.632, 6.029, -2.698)
H (-0.114, -4.555, 5.220)
O (-2.122, -0.102, 3.441)
C (1.156, 4.705, 0.741)
O (1.584, -2.164, 4.567)
H (-0.557, 4.946, -2.776)
H (-0.570, -0.457, -3.193)
N (-0.972, 2.022, -2.339)
Br (2.305, -0.317, -3.163)
C (-1.857, 0.860, -1.903)
H (-1.824, -6.091, -1.946)
P (-3.518, 0.867, -2.811)
H (-1.468, -1.315, -1.938)
O (0.079, -4.812, -0.737)
C (-2.619, 1.913, 4.463)
C (-0.858, -0.374, -2.102)
N (1.173, -2.921, 5.431)
H (4.314, -1.400, -1.538)
N (0.230, -0.094, -1.100)
H (0.977, 5.743, 0.479)
H (-3.657, 2.802, -1.796)
H (-0.624, -3.078, 4.345)
H (-0.419, 1.759, -3.163)
O (-0.968, 4.065, 0.083)
C (-0.198, -3.471, 5.265)
H (-3.712, 1.102, 0.803)
Br (1.653, -1.575, 1.487)
O (5.820, -3.086, -2.382)
C (6.945, -4.854, -1.414)
O (-4.199, 2.431, -2.531)
O (1.361, 6.176, -1.538)
C (-0.271, 0.642, -0.126)
H (-2.516, 0.006, 1.636)
C (-1.906, -5.007, -1.893)
H (-1.909, 2.130, -0.097)
H (-1.214, 6.323, -1.826)
O (1.156, 7.334, -3.357)
O (-0.354, 3.600, 2.108)
C (2.364, -1.254, -0.353)
H (-1.567, 2.831, -2.546)
H (-1.056, 6.454, -3.606)
H (0.483, 0.892, 0.676)
H (-0.784, -3.156, 6.127)
H (3.856, -2.954, -0.678)
N (-2.540, 0.429, 4.461)
O (1.787, -3.268, 6.418)
H (1.761, 4.633, 1.642)
N (-4.710, -1.016, 0.722)
O (-5.687, -0.807, 0.085)
O (-0.120, -3.698, -2.576)
H (-3.291, 2.207, 3.658)
O (4.636, -4.687, -1.519)
N (-0.163, 4.071, 1.001)
C (1.581, -0.607, -1.325)
H (1.623, 4.167, -0.081)
H (-1.614, 2.296, 4.298)
O (-3.581, -0.804, -0.041)
H (7.497, -4.195, -0.745)
C (3.829, -1.809, -0.605)
C (-2.898, 0.319, 0.603)
H (4.508, -1.506, 0.266)
H (6.683, -5.782, -0.911)

Results
E_HOMO = -11.35 eV
charge = +1
energy = -278515.515 eV
multiplicity = 1

Molecular formula: C14H30ClO17
Method: DFT, ωB97M-V/def2-TZVPD

Cartesian coordinates (Å):
H (-21.295, 15.609, -19.343)
H (-21.299, 5.319, -17.236)
C (-23.299, 8.404, -14.427)
H (-28.202, 9.097, -18.067)
O (-26.388, 9.008, -18.982)
O (-21.395, 16.132, -15.961)
C (-21.594, 6.314, -16.896)
O (-17.007, 6.368, -16.673)
O (-23.046, 17.613, -15.633)
H (-22.011, 13.962, -19.542)
C (-20.366, 6.940, -16.274)
H (-21.767, 11.602, -14.381)
O (-23.902, 11.890, -21.972)
O (-23.194, 16.078, -17.268)
H (-22.952, 7.363, -14.411)
O (-19.828, 11.226, -21.331)
H (-22.353, 9.627, -15.736)
C (-19.916, 6.491, -14.893)
H (-20.296, 14.984, -17.322)
C (-22.529, 12.375, -14.474)
H (-23.663, 11.623, -21.074)
H (-19.974, 12.175, -21.372)
H (-25.756, 11.084, -14.084)
O (-18.512, 6.361, -14.999)
C (-27.161, 8.896, -17.813)
C (-24.938, 11.446, -14.717)
H (-25.328, 12.200, -15.397)
H (-26.840, 9.592, -17.030)
C (-23.277, 13.910, -12.936)
H (-23.616, 11.087, -13.063)
C (-23.834, 11.858, -13.801)
H (-22.642, 12.556, -15.543)
H (-21.940, 6.886, -17.754)
H (-21.144, 14.070, -16.115)
O (-22.294, 13.600, -13.804)
H (-23.721, 11.115, -22.509)
H (-24.238, 8.433, -14.979)
C (-18.137, 6.436, -16.309)
H (-22.413, 6.252, -16.182)
H (-20.197, 7.184, -14.102)
H (-27.130, 7.886, -17.379)
O (-23.524, 9.275, -18.426)
H (-23.008, 15.379, -19.678)
Cl (-22.543, 10.336, -18.498)
C (-22.454, 14.908, -17.659)
C (-22.599, 16.692, -16.228)
O (-22.228, 9.201, -14.873)
H (-23.495, 8.649, -13.377)
O (-23.305, 14.900, -12.283)
H (-25.471, 9.184, -18.739)
O (-24.244, 12.979, -12.986)
H (-23.060, 14.019, -17.473)
H (-20.559, 10.895, -20.795)
O (-21.344, 9.841, -19.119)
O (-22.232, 10.771, -17.144)
H (-24.696, 10.578, -15.332)
O (-23.071, 11.457, -19.221)
C (-21.217, 14.959, -16.738)
C (-22.152, 14.965, -19.141)
O (-19.215, 6.577, -17.092)
H (-20.382, 5.532, -14.623)
H (-20.405, 8.029, -16.333)

Results
E_HOMO = -8.08 eV
charge = -1
relative energy (zero: lowest compared OMol25 entry of this formula, charge and spin) = 10.5 kcal/mol
energy = -62330.849 eV
multiplicity = 1

Molecular formula: C14H30DyNO5S2
Method: DFT, ωB97M-V/def2-TZVPD

Cartesian coordinates (Å):
H (-8.313, 0.166, 1.035)
O (-1.599, 1.769, 2.431)
O (-4.192, 1.044, -1.380)
N (-3.382, 0.554, 1.027)
H (-6.991, 1.699, -0.873)
C (-8.364, 0.207, -0.071)
H (2.922, 1.776, -0.875)
H (1.865, 0.304, 1.420)
H (4.136, 0.178, 1.370)
H (8.506, -0.819, -0.925)
H (4.365, -1.782, 0.265)
H (3.258, 2.826, 0.559)
H (-8.978, -3.136, 0.457)
C (4.330, 0.875, 0.524)
H (1.468, 2.017, 1.729)
H (5.982, -3.214, -1.139)
H (-0.384, -0.330, 1.136)
H (-7.888, -1.692, -1.042)
H (-1.030, -0.145, -0.526)
H (-9.522, -1.013, -1.479)
O (-5.912, 0.252, 0.290)
O (-4.972, 2.580, 0.430)
H (4.108, -1.775, -1.524)
C (7.039, -1.924, 0.356)
H (7.795, 0.182, 0.441)
C (-9.460, -2.141, 0.394)
S (-4.586, 1.213, 0.033)
C (-0.619, 0.410, 0.345)
C (4.766, -1.420, -0.703)
C (8.173, -0.862, 0.168)
H (5.133, 1.559, 0.895)
H (6.372, -1.539, 1.154)
C (6.148, -2.139, -0.928)
H (4.436, 0.533, -1.689)
H (5.979, 0.406, -0.814)
H (-6.832, 0.091, -1.602)
H (-10.535, -2.288, 0.170)
C (1.761, 1.300, 0.939)
C (-6.953, 0.621, -0.633)
H (7.456, -2.907, 0.645)
C (-8.797, -1.185, -0.664)
H (9.060, -1.075, 0.868)
C (0.607, 1.239, -0.137)
H (6.662, -1.719, -1.822)
C (4.887, 0.144, -0.752)
H (-9.400, -1.688, 1.408)
Dy (10.096, 0.861, -0.554)
C (3.074, 1.786, 0.223)
H (0.335, 2.262, -0.471)
O (-2.012, 2.760, 0.256)
H (-9.106, 0.980, -0.355)
H (1.046, 0.709, -1.013)
S (-1.940, 1.491, 1.004)

Results
E_HOMO (alpha / beta) = -13.35 / -13.33 eV
charge = +2
energy = -72461.539 eV
multiplicity = 6

Molecular formula: C14H30N10O18
Method: DFT, ωB97M-V/def2-TZVPD

Cartesian coordinates (Å):
H (-1.527, 4.321, 3.303)
H (1.200, -1.926, -2.553)
C (-1.088, -3.813, -2.145)
N (1.771, -5.147, -3.247)
N (-2.831, -4.496, -0.338)
H (-1.814, -2.008, -2.364)
O (2.917, -1.320, -0.890)
H (-1.074, -4.651, -2.847)
C (-0.884, 5.004, 2.758)
H (0.390, -4.174, -0.579)
H (5.296, -2.944, 3.479)
N (1.636, 1.717, -2.381)
N (1.571, -1.553, -5.671)
O (1.276, 0.606, -2.701)
C (-3.120, -3.792, 3.759)
N (3.261, -2.791, 2.971)
C (2.086, -2.091, -0.583)
C (-0.638, 9.699, 1.854)
H (0.067, 8.934, 1.543)
H (4.505, -1.400, 3.912)
C (-4.202, -2.579, -6.229)
H (-5.125, -2.719, -6.784)
H (0.938, -0.264, 4.627)
C (-2.063, -4.094, -1.043)
H (-3.219, -4.541, 2.981)
O (2.082, 2.559, -3.131)
C (0.134, 0.317, 5.071)
H (-3.479, -3.354, -6.466)
C (0.921, -2.285, -1.566)
N (0.624, 1.715, 5.230)
H (-3.787, -1.594, -6.409)
H (3.486, -0.807, -5.296)
O (3.150, -3.975, 3.189)
H (-3.903, -3.044, 3.681)
C (4.603, -2.175, 3.157)
H (-0.736, 0.322, 4.427)
N (-1.817, -3.096, 3.583)
O (-5.004, -3.753, -4.413)
O (-1.779, 6.288, 1.050)
H (-0.118, -0.054, 6.060)
H (3.347, -1.886, -6.721)
O (0.014, 2.600, 4.658)
O (1.115, -0.638, -6.319)
C (1.269, -4.613, -2.406)
H (-0.851, 5.975, 3.242)
H (-1.600, 9.563, 1.368)
O (0.927, -2.342, -5.010)
H (-0.244, 10.691, 1.664)
N (-4.528, -2.700, -4.782)
N (-1.457, 5.172, 1.394)
H (2.131, 1.356, -0.388)
O (-0.571, 10.484, 4.031)
H (2.141, -2.637, 0.391)
O (-1.292, 8.479, 3.695)
O (-1.549, -2.218, 4.385)
H (1.876, 3.078, -0.801)
C (1.520, 2.065, -0.942)
H (0.473, 1.981, -0.668)
H (0.115, 4.593, 2.645)
O (-1.117, -3.451, 2.662)
H (3.309, -2.573, -5.070)
H (0.105, -1.654, -1.184)
O (2.365, -2.052, 2.607)
O (-1.564, 4.171, 0.716)
N (-0.851, 9.544, 3.319)
C (3.049, -1.721, -5.689)
O (-4.294, -1.745, -4.074)
O (1.602, 1.877, 5.926)
C (0.389, -3.727, -1.583)
H (-3.114, -4.252, 4.744)
O (-1.439, -2.706, -2.911)
H (4.905, -1.755, 2.201)

Results
E_HOMO = -10.12 eV
charge = 0
SMILES = N#C[C@@H](O)[C@@H](C#N)CC=O.C[N+](=O)[O-].C[N+](=O)[O-].C[N+](=O)[O-].C[N+](=O)[O-].C[N+](=O)[O-].C[N+](=O)[O-].C[N+](=O)[O-].C[N+](=O)[O-]
energy = -66736.149 eV
multiplicity = 1